1.
This record from the OMol25 dataset describes a 2-piece molecular cluster, C20H30N9O5 overall at a distorted geometry. The level of theory is ωB97M-V with the def2-TZVPD basis set.

The geometry in XYZ format:
```
64
Properties=species:S:1:pos:R:3:forces:R:3:mulliken_charge:R:1
O 3.494596 -3.880021 -0.224865 -0.1486 0.5675 -0.0440 -0.692
O -3.042636 4.853472 -0.342678 -0.1401 -0.4167 0.2487 -0.709
O 5.912756 -2.230044 3.139666 0.1020 -0.0320 -0.4031 -0.677
O 0.283332 0.087033 -0.627923 0.0805 -0.3789 0.0104 -0.635
O -0.684083 4.299235 0.470793 -0.3576 0.1120 0.1984 -0.637
N -5.421065 2.223161 -3.113286 0.7600 0.5146 -1.1171 -0.603
N -9.007165 0.800142 -1.964198 -0.3157 -0.4974 0.7475 -0.471
N 3.686586 -2.008448 2.897338 -1.1927 -0.1727 -0.8420 -0.153
N 2.877515 -0.545474 -1.419875 1.2980 -0.4245 -1.0496 0.235
N 4.964936 -4.236528 1.434315 0.1622 0.1133 0.6638 -0.080
N -4.769636 2.029839 -0.765250 0.9235 0.4957 0.1216 0.162
N 4.320091 -1.198160 -2.935061 -0.7049 0.2532 0.6812 -0.051
N -6.694248 1.189614 0.033855 0.3697 0.2161 -0.1614 -0.741
N -7.642603 1.541136 -3.568822 1.0894 0.7418 -1.2020 -0.637
C -2.384149 1.334409 -0.674940 0.3489 -0.2435 -0.1387 -1.333
C -1.532204 3.167333 0.621052 0.6113 1.2383 -0.7588 -0.617
C -1.083106 2.049156 -0.321376 0.0758 -0.3571 0.3460 0.942
C -6.798533 1.435002 -1.342297 0.6651 0.1285 1.2589 0.708
C 4.233070 -0.954293 0.737884 -0.0532 0.2233 -0.6348 -1.198
C 5.464740 -5.539633 0.991606 -0.2326 0.1990 -0.1896 -0.945
C 4.936153 -1.323581 -1.701399 -0.4861 0.2307 0.4646 -0.401
C 3.567720 -2.164068 1.428430 0.3005 0.1677 0.5890 0.424
C 4.662717 -1.804006 5.110872 -0.0197 -0.0201 -0.1172 -1.377
C 4.034514 -0.912242 -0.758465 0.7017 -0.5614 0.1858 0.145
C -3.369525 2.483436 -0.846594 -0.5092 -0.5703 0.2114 -0.353
C 4.028384 -3.509075 0.816774 -0.1623 -0.7973 -0.4335 0.242
C -0.026063 1.136006 0.297640 -0.7614 0.4839 -0.2461 -0.865
C 4.807698 -2.035683 3.625568 1.1983 0.1802 0.7821 0.851
C -6.452706 2.017904 -3.943899 0.4902 -0.0707 1.3727 -0.367
C -7.792800 1.285721 -2.289963 -1.7360 -1.0387 0.2616 0.143
C -2.973479 3.526208 0.210536 -1.0445 0.1973 -0.3613 0.360
C 3.071191 -0.723813 -2.740943 0.1732 -0.2090 0.3782 -0.256
C -5.625111 1.930578 -1.833910 -0.1575 0.0902 -0.5378 0.623
C -5.470613 1.557750 0.342153 -0.9314 -0.1726 -1.0166 -0.020
H -9.019543 0.293612 -1.086565 -0.4347 0.0508 -0.2513 0.266
H 3.999214 -2.552028 5.541593 -0.1075 0.0622 0.1125 0.372
H -0.397838 0.707084 1.234457 -0.0014 -0.0054 -0.0040 0.293
H -0.666275 2.499742 -1.229702 -0.0333 0.0856 0.1683 0.086
H 2.504314 -2.115125 1.194355 -0.0197 -0.1856 0.1391 0.425
H -3.199127 2.928756 -1.834992 -0.3647 -0.0599 0.1679 0.247
H 3.828636 -0.033663 1.162685 -0.0125 -0.0568 0.1545 0.585
H 5.305813 -0.962200 0.942703 -0.0864 -0.0027 -0.0181 0.372
H -1.242360 5.010913 0.084748 0.4967 -0.4215 0.3073 0.395
H 4.777271 -5.997508 0.276437 0.0482 0.2491 0.1413 0.351
H 4.263422 -0.806616 5.286200 -0.1186 0.0124 0.1356 0.356
H 5.570691 -6.206547 1.849111 -0.0252 0.1524 -0.0389 0.325
H 2.330251 -0.541639 -3.514697 0.3155 -0.0221 0.2556 0.436
H 0.875010 1.715838 0.526637 0.0288 -0.3037 -0.2425 0.368
H -6.308975 2.247209 -4.996261 0.0331 -0.0300 0.1752 0.405
H -2.697667 0.670420 0.138026 -0.0601 0.0056 0.0157 0.347
H -2.296033 0.746912 -1.594541 -0.1877 -0.0111 0.1145 0.393
H 4.726936 -1.462872 -3.827456 -0.2538 0.1705 0.2451 0.243
H 5.413854 -3.811208 2.237835 0.1182 -0.0452 -0.2042 0.073
H -5.061879 1.492651 1.345832 0.0639 0.0972 -0.2989 0.415
H 2.009918 -0.228174 -0.981620 -0.4564 -0.0633 -0.2153 0.263
H -3.621586 3.463787 1.090980 -0.0604 0.0507 -0.1315 0.289
H 2.834424 -1.850993 3.413566 -0.0158 -0.0949 -0.1885 0.268
H -1.522284 2.825523 1.662391 0.0526 0.0637 -0.0353 0.410
H -3.949254 5.062704 -0.640322 0.6113 -0.2775 0.3088 0.355
H 5.928884 -1.714867 -1.504846 -0.2654 0.1106 -0.4653 0.416
H -9.505208 0.426405 -2.761385 -0.1445 0.0118 0.3421 0.284
H 6.440070 -5.420165 0.517066 -0.0266 -0.0685 -0.0127 0.300
H 5.644378 -1.881983 5.578505 -0.1496 -0.0026 -0.1469 0.351
H -0.541331 -0.388034 -0.853477 0.6595 0.3380 0.2015 0.292
```
Forces are in eV/Å.

Computed properties:
HOMO-LUMO gap, eV: 7.89
LUMO level, eV: -2.41
Charge: +1
E_HOMO, eV: -10.2913
E, hartree: -1648.9982


2.
This record from the OMol25 dataset describes C20H31As2CoGeS as an isolated structure at a distorted geometry. The level of theory is ωB97M-V with the def2-TZVPD basis set.

The geometry in XYZ format:
```
56
Properties=species:S:1:pos:R:3:forces:R:3:mulliken_charge:R:1
As 2.183148 0.217054 -0.813150 2.1254 0.0410 -1.3996 0.724
As -0.056736 2.473134 -0.112580 0.1267 1.5773 -0.5606 0.954
Ge -1.179590 -1.016221 3.402264 1.1798 0.4951 -1.8299 0.475
Co 0.174911 0.202429 0.410699 0.0478 -0.6499 -2.2263 0.144
S -1.094068 -0.568733 -1.142537 -1.0939 -0.0534 -0.9997 -0.471
C -1.675467 3.546267 -0.457951 0.1341 0.2400 -0.0174 -1.233
C -0.820488 -0.744889 5.278232 0.4327 0.1687 0.7309 -1.100
C 2.548034 -1.205560 -2.156833 -0.3563 0.2527 0.2871 -1.316
C 2.584459 2.927729 -4.047449 0.7565 -0.5552 0.0724 -0.662
C -1.304914 -4.592689 -1.491262 0.4960 0.1163 0.0309 -0.627
C -1.029276 -2.930739 3.071377 -0.0502 -0.3846 -0.0802 -0.956
C -0.802547 -3.295744 -1.437129 -0.6545 0.0350 0.1641 -0.120
C -3.444683 -3.835661 -0.707268 0.2782 -0.1025 -0.1426 -0.679
C -3.003672 -0.513566 3.003358 -0.4755 0.1984 -0.4180 -1.006
C 2.839993 1.900738 -3.142822 -0.5052 0.4800 0.4770 -0.500
C -2.965481 -2.542529 -0.677816 0.4024 0.4296 0.1946 -0.292
C 4.063900 0.536532 -0.251108 -0.1542 -0.1009 0.3054 -1.083
C 0.677345 3.648513 -2.763699 0.6853 -0.7329 0.3276 -0.413
C 2.008080 1.773103 -2.023799 -0.0969 -0.7452 -0.0900 0.022
C -1.642209 -2.248870 -1.044898 0.0356 -0.3196 0.0252 0.298
C 1.500074 3.760200 -3.878915 -0.5614 0.5337 -0.0287 -0.670
C 0.089604 0.004226 2.119451 -1.2545 -1.1766 5.6638 -1.023
C -2.612578 -4.863352 -1.131262 -0.1697 -0.3017 -0.0372 -0.405
C 1.029501 3.789616 0.889397 -0.0745 0.0968 -0.1590 -1.062
C 0.941494 2.645994 -1.814761 -0.2606 0.5406 -0.1319 0.219
H 0.631107 3.935698 1.892690 -0.0755 -0.0611 -0.0225 0.385
H -0.130246 4.336561 -2.608741 -0.3147 0.2077 -0.0625 0.340
H 0.869758 0.375123 2.791203 0.3050 0.2154 -0.1172 0.474
H 2.069869 3.456974 0.980702 -0.2672 -0.1086 -0.1067 0.291
H -0.124707 -3.355828 3.512821 0.0027 0.0866 -0.0788 0.349
H 4.151989 1.556334 0.134893 -0.0439 -0.1148 -0.1240 0.309
H -3.115254 -0.309105 1.919688 -0.0150 -0.2954 0.5471 0.171
H 4.338803 -0.144697 0.565691 -0.0872 0.0816 -0.3171 0.390
H 2.711062 -2.147136 -1.628189 -0.1639 0.0548 -0.0249 0.387
H -0.916689 0.300648 5.578666 0.0088 -0.0166 -0.0634 0.341
H 0.191752 -1.082425 5.563742 -0.4407 0.0728 -0.1440 0.342
H -2.316124 3.558199 0.434755 0.3061 -0.0742 -0.1998 0.370
H 0.220098 -3.085984 -1.706529 0.1166 0.0108 -0.0741 0.248
H 4.751989 0.403210 -1.097453 -0.2718 0.0457 0.2427 0.364
H -2.256742 3.117992 -1.287633 0.3222 0.1093 0.2434 0.379
H -3.667258 -1.324498 3.327765 -0.0200 0.1842 -0.2325 0.346
H -3.290348 0.392781 3.534740 -0.0175 0.0639 0.0541 0.387
H -0.633119 -5.386396 -1.804531 -0.1779 -0.0297 0.0170 0.356
H 1.679518 -1.278266 -2.825478 0.2556 -0.0409 0.2690 0.351
H -1.884816 -3.439882 3.526772 0.0381 0.0025 -0.0518 0.351
H 3.278188 3.086083 -4.863725 -0.1658 -0.0516 -0.1582 0.381
H -1.556655 -1.315369 5.856552 0.1488 0.0087 -0.0567 0.337
H -4.461462 -4.036001 -0.408962 -0.1267 -0.0595 0.0306 0.385
H 1.289063 4.520889 -4.628241 0.0726 -0.0682 0.1791 0.370
H -2.987303 -5.879012 -1.184512 0.0244 0.0350 0.0327 0.369
H -1.034666 -3.148442 1.998164 -0.0025 0.0363 0.1279 0.189
H -1.366882 4.584142 -0.686085 -0.2536 -0.5058 0.0468 0.367
H -3.601157 -1.741448 -0.323573 -0.0070 0.0779 -0.1203 0.299
H 3.449412 -0.989333 -2.729936 -0.0693 0.1559 0.0413 0.496
H 1.021185 4.745312 0.351071 -0.0242 -0.2038 0.1062 0.399
H 3.680808 1.226888 -3.265867 -0.0495 0.0984 -0.1412 0.253
```
Forces are in eV/Å.

Computed properties:
<S²>: 6.02
HOMO-LUMO gap (alpha / beta), eV: 7.00 / 7.78
LUMO level (alpha / beta), eV: 0.55 / -0.17
Multiplicity: 5
Charge: 0
E_HOMO (alpha / beta), eV: -6.4491 / -7.9489
ΔE to the lowest compared entry with this formula, charge and spin, kcal/mol: 0.0
E, hartree: -9109.9599


3.
This record from the OMol25 dataset describes C20H31BNO2Sn as an isolated structure at a distorted geometry. The level of theory is ωB97M-V with the def2-TZVPD basis set.

The geometry in XYZ format:
```
56
Properties=species:S:1:pos:R:3:forces:R:3:mulliken_charge:R:1
Sn 0.423923 0.595183 3.024422 -0.4521 -0.3471 1.0686 1.261
O 0.459535 0.309495 -4.619915 -0.0155 0.3368 -1.5615 -0.474
O 0.520212 0.568372 0.194846 0.2182 0.6443 0.5863 -0.246
N 0.652445 0.993852 5.419815 -0.1158 -0.6657 -0.6057 -0.687
C 0.518717 1.947980 -1.747332 0.3802 -0.7269 -0.1307 -0.675
C 0.305976 -0.313784 -5.936580 0.0098 -0.3610 -0.8437 1.496
C 1.575817 -1.036574 -6.335864 0.0285 -0.0933 0.0469 -1.621
C -0.347001 0.699521 -2.002807 -0.5208 0.1587 0.1518 -0.040
C 0.578267 1.960349 -0.228742 -0.2588 0.1535 0.2162 -0.594
C 1.594489 -2.154219 4.492444 0.3599 -0.0616 -0.4551 -0.183
C 2.482109 -1.337601 3.757330 -0.0565 -0.2011 -0.6932 -0.796
C 0.142239 1.052586 -6.651686 0.0219 -0.3387 0.6376 -0.790
C -0.915350 -1.210808 -6.030828 -0.0271 -0.1177 0.1067 -1.773
C -2.520998 -0.689188 2.634113 -0.2290 0.6341 -0.6166 -0.405
C 2.025414 -1.303912 2.388144 1.1193 1.1993 1.6270 -0.455
C -2.306343 -0.414584 4.007420 0.3533 0.5573 0.4536 -0.217
C -2.146337 0.999006 4.157819 0.2524 -1.2400 0.7209 -0.675
C -0.036836 -0.237088 -0.853701 -0.0720 -0.4242 -0.0446 -0.581
C 0.581365 -2.629634 3.614547 0.1023 0.2103 -0.6665 -0.566
C 0.383791 0.572810 6.483019 0.4252 0.2470 -0.9498 0.218
C -2.484231 0.538123 1.915982 -0.3323 0.0996 0.4038 -0.259
C 0.832689 -2.121167 2.317544 -1.7734 -0.4317 0.9927 -0.327
C 0.328864 1.624305 -5.248822 0.1671 0.2612 0.5278 -0.467
C -2.255006 1.592751 2.853567 0.2661 -0.4893 -1.6159 -0.616
B 0.073245 0.068509 7.904330 -0.2074 0.1071 0.9837 0.080
H 1.698659 -2.437728 5.539851 -0.0931 0.2858 -0.3029 0.530
H -0.853652 1.217264 -7.069614 0.3057 0.0241 -0.1277 0.302
H -0.218415 -3.316561 3.886699 0.2216 0.2777 -0.1095 0.477
H -2.751842 -1.667524 2.212041 0.1474 0.3379 0.1270 0.457
H 2.554724 -0.886637 1.534995 -0.0884 -0.1122 0.1855 0.620
H -1.046679 -1.552941 -7.065005 0.1008 0.0828 0.1673 0.431
H -0.122025 0.192751 -2.935998 -0.1923 0.3520 0.1158 0.056
H 2.426654 -0.348431 -6.299156 -0.0622 -0.1723 0.1073 0.384
H 1.520238 1.785807 -2.168272 -0.1655 0.1126 0.1084 0.224
H 3.386198 -0.859617 4.135889 -0.3700 -0.1575 -0.1488 0.417
H 1.249713 2.204909 -5.109006 -0.2707 -0.0067 0.0573 0.284
H 0.707643 -1.003666 -1.134132 -0.1760 0.3200 0.1143 0.317
H -0.298850 2.494273 0.181435 0.2270 -0.1532 -0.0412 0.273
H -2.234040 2.659355 2.633652 -0.0608 -0.3316 0.0910 0.511
H -2.333050 -1.140021 4.822060 0.0859 0.3289 -0.2723 0.443
H 0.283524 -2.346999 1.406789 0.1709 -0.0081 0.2314 0.505
H -2.042851 1.528835 5.101832 0.0281 -0.1541 -0.2758 0.563
H 1.753036 -1.891328 -5.671921 0.0723 0.1664 -0.1118 0.353
H -0.934318 -0.761248 -0.485349 0.2481 0.1687 -0.0172 0.288
H 0.007238 -1.146255 7.920186 0.0691 0.0934 -0.2710 -0.114
H -2.681127 0.660094 0.850345 0.1892 -0.0201 0.4028 0.460
H -0.539362 2.162539 -4.848971 0.2208 -0.0054 0.0043 0.265
H -0.990263 0.558505 8.270388 0.2510 -0.0892 -0.2790 -0.106
H -0.793834 -2.100942 -5.401982 -0.0706 0.1549 -0.0354 0.368
H 0.106032 2.861898 -2.184397 0.0328 -0.1770 0.1986 0.434
H 1.492630 -1.405522 -7.363900 -0.0310 0.0125 0.1439 0.399
H -1.405319 0.992515 -2.000158 0.1219 -0.1303 0.0509 0.275
H 1.489676 2.405861 0.191884 -0.1761 -0.1534 -0.1250 0.367
H -1.832741 -0.683847 -5.745214 0.1936 -0.0485 0.0646 0.370
H 0.954220 1.285103 -7.344064 -0.3384 0.0166 -0.0288 0.311
H 0.981189 0.465257 8.630041 -0.2352 -0.1258 -0.3641 -0.071
```
Forces are in eV/Å.

Computed properties:
HOMO-LUMO gap (alpha / beta), eV: 4.12 / 4.33
LUMO level (alpha / beta), eV: -7.55 / -7.57
Charge: +1
E_HOMO (alpha / beta), eV: -11.6663 / -11.8992
ΔE to the lowest compared entry with this formula, charge and spin, kcal/mol: 4.4
E, hartree: -1224.5537